1.
A structure of composition C6H8N2O, computed with the ωB97M-V functional and the def2-TZVPD basis.

Cartesian coordinates (Å):
C  1.5400  0.4300  -0.7266
C  1.2173  -0.2280  0.5832
C  0.5114  1.2984  1.5044
O  1.8152  -0.9443  1.3051
N  0.7603  2.2877  2.0617
H  1.8219  -0.3598  -1.4245
H  0.6995  0.9921  -1.1193
H  2.3879  1.0909  -0.5436
C  -1.1637  -0.9518  -1.0570
C  -0.7183  -0.9191  0.3333
C  -1.0560  0.1684  1.1696
N  -1.5103  0.0995  -1.6952
H  -1.7901  -0.1160  -2.6497
H  -1.1650  -1.9484  -1.5136
H  -0.5461  -1.8801  0.7998
H  -1.6278  0.9833  0.7414
H  -1.1763  -0.0027  2.2310

Force components x, y, z for each atom (eV/Å):
C -0.122 0.024 0.004
C 0.121 -0.435 0.186
C 0.137 0.519 0.286
O -0.446 0.395 -0.263
N -0.130 -0.524 -0.308
H -0.010 0.015 0.046
H -0.026 -0.015 0.049
H -0.044 -0.034 0.033
C -0.059 0.225 -0.230
C 0.195 0.178 0.214
C 0.195 -0.245 -0.232
N 0.096 -0.216 0.170
H 0.021 -0.035 0.073
H -0.020 0.076 -0.016
H 0.012 0.028 0.009
H 0.039 0.013 -0.006
H 0.040 0.032 -0.013

Its energy above the lowest of the compared OMol25 structures with the same formula, charge and spin is 104.3 kcal/mol. As for the LUMO energy: -0.964 eV. The electronic energy comes out at -418.0171 Ha. As for the largest force on an atom: 0.7 eV/Å. The value obtained for the HOMO-LUMO gap is 7.95 eV. Its highest occupied orbital energy is -8.92 eV. Its charge is 0.

=====

2.
A cluster of 2 separate species, C6H8N2O2 in total, computed with the ωB97M-V functional and the def2-TZVPD basis.

Cartesian coordinates (Å):
O  -3.1069  -0.9932  -0.8548
C  -2.2069  -0.4683  -0.2440
C  -1.3433  -1.1314  0.7220
C  -0.2867  -0.4882  1.2498
N  -0.0314  0.8189  0.9593
C  -0.7859  1.5771  0.0640
O  -0.4946  2.7115  -0.2442
N  -1.8685  0.8913  -0.4369
H  -1.4944  -2.1962  0.9367
H  0.4526  -0.9546  1.9171
H  0.7464  1.3276  1.3453
H  -2.4235  1.4594  -1.0818
C  2.7362  -0.8265  -0.7296
C  1.5173  -0.1373  -0.6552
H  2.6551  -1.7792  -0.9910
H  3.6727  -0.1444  -0.7638
H  0.5674  -0.5411  -0.8371
H  1.6946  0.8745  -0.3558

Force components x, y, z for each atom (eV/Å):
O -0.099 0.257 -0.033
C 0.232 0.126 0.166
C 0.379 -0.786 0.358
C -0.165 -0.035 0.748
N -1.244 1.146 0.714
C 0.154 -0.457 0.486
O -0.049 -0.217 0.138
N -0.365 0.387 -0.498
H -0.075 0.643 -0.184
H -0.565 0.155 -0.366
H -0.021 -0.233 0.154
H 0.136 -0.570 0.207
C -2.446 6.769 0.309
C 6.189 -1.122 -0.598
H 0.637 -4.138 -1.034
H -1.504 -1.875 0.468
H -0.711 -0.554 -0.346
H -0.484 0.505 -0.690

Its energy above the lowest of the compared OMol25 structures with the same formula, charge and spin is 37.8 kcal/mol. As for the LUMO energy: 0.490 eV. The electronic energy comes out at -493.3866 Ha. Its structure (SMILES) is O=c1cc[nH]c(=O)[nH]1.C=C. As for the largest force on an atom: 7.2 eV/Å. The value obtained for the HOMO-LUMO gap is 10.04 eV. Its highest occupied orbital energy is -9.55 eV. Its charge is 0.

=====

3.
A structure of composition C6H8N2O3, computed with the ωB97M-V functional and the def2-TZVPD basis.

Cartesian coordinates (Å):
C  -2.5957  -1.0203  -0.0867
C  -3.1581  0.2337  0.0836
C  -1.0111  0.3534  0.0738
C  2.1741  -0.8557  -0.6670
C  1.8571  -0.9328  0.8257
C  0.9136  0.9467  0.0784
N  -1.1958  -0.9434  -0.1011
N  -2.0629  1.1563  0.1015
O  1.5976  0.4617  -1.0339
O  1.3739  0.3282  1.1728
O  0.8996  2.3215  0.1952
H  -2.8810  -1.9963  -0.3848
H  -4.2114  0.4427  0.0984
H  3.1500  -0.7444  -1.0149
H  1.7441  -1.7026  -1.3534
H  1.1513  -1.7306  1.0293
H  2.7739  -1.1469  1.4568
H  -1.9156  2.1662  0.1654
H  1.3965  2.6626  -0.6389

Force components x, y, z for each atom (eV/Å):
C 1.538 1.386 -0.163
C 0.228 -0.779 -0.701
C 6.334 -0.008 -1.224
C -2.494 -0.087 -1.783
C 1.915 -1.513 0.510
C -3.921 -0.848 -0.811
N -1.119 2.072 0.646
N -1.026 -1.262 0.501
O -0.762 -0.231 0.743
O 0.444 0.463 1.107
O 1.436 0.012 -2.451
H -1.499 -0.437 0.294
H 0.065 0.598 0.026
H 2.000 -0.027 0.248
H 0.182 1.615 1.597
H -0.403 0.141 -0.009
H -0.922 0.368 -0.762
H -0.818 -0.700 0.136
H -1.177 -0.764 2.096

Its energy above the lowest of the compared OMol25 structures with the same formula, charge and spin is 79.4 kcal/mol. As for the LUMO energy: 0.707 eV. The electronic energy comes out at -568.5668 Ha. As for the largest force on an atom: 6.5 eV/Å. The value obtained for the HOMO-LUMO gap is 9.20 eV. Its highest occupied orbital energy is -8.49 eV. Its charge is 0.

=====

4.
A cluster of 2 separate species, C6H8N2O4 in total, computed with the ωB97M-V functional and the def2-TZVPD basis.

Cartesian coordinates (Å):
O  0.1814  2.2719  0.8236
C  0.3324  1.4831  -0.1103
C  -0.5190  1.6777  -1.3354
C  -0.4530  0.7365  -2.2425
N  0.4787  -0.2487  -2.1081
C  1.4595  -0.4221  -1.1730
O  2.2101  -1.4006  -1.0757
N  1.2823  0.4823  -0.1465
H  -1.1806  2.4977  -1.3766
H  -1.1170  0.5124  -3.0605
H  0.3338  -1.1866  -2.6766
H  1.8425  0.3975  0.6796
C  -0.3539  -0.8025  0.7941
C  -1.0247  -0.7652  2.1413
O  -2.2140  -0.6706  2.3715
O  -0.1645  -1.0516  3.1115
H  -1.0370  -0.5095  -0.0555
H  0.5646  -0.1742  0.9293
H  0.0354  -1.8479  0.5984
H  -0.6571  -0.9794  3.9114

Force components x, y, z for each atom (eV/Å):
O 0.789 -1.881 -0.461
C -1.043 4.049 -1.110
C 1.141 -0.276 1.611
C -0.055 -1.179 -0.573
N 0.424 -4.708 -2.923
C 0.200 -1.269 1.511
O -1.089 1.874 -0.616
N 3.337 3.368 -3.169
H -0.555 0.637 0.200
H -0.153 0.669 -0.249
H 0.584 2.886 1.384
H 1.089 0.244 -0.096
C -0.984 -1.821 1.997
C -1.922 -1.543 -1.204
O 0.652 0.586 -0.202
O 1.476 0.258 -0.445
H 0.827 -0.091 1.267
H -3.526 -2.773 1.382
H -0.526 1.011 0.368
H -0.666 -0.041 1.330

Its energy above the lowest of the compared OMol25 structures with the same formula, charge and spin is 74.8 kcal/mol. As for the LUMO energy: 0.235 eV. The electronic energy comes out at -643.8547 Ha. Its structure (SMILES) is O=c1cc[nH]c(=O)[nH]1.CC(=O)O. As for the largest force on an atom: 5.7 eV/Å. The value obtained for the HOMO-LUMO gap is 10.00 eV. Its highest occupied orbital energy is -9.76 eV. Its charge is 0.

=====

5.
A structure of composition C6H8N2OS, computed with the ωB97M-V functional and the def2-TZVPD basis.

Cartesian coordinates (Å):
C  0.4192  1.1659  0.7342
C  2.1030  0.6368  -0.0796
C  0.4540  -0.3178  1.0635
C  -1.7883  0.8748  0.3844
C  -2.5597  0.9856  -0.9162
C  2.0605  -1.8406  -0.2669
N  -0.6350  1.6964  0.3448
N  1.6040  -0.5501  0.1929
O  3.0019  1.2098  -0.5731
S  -1.1950  -0.9207  0.6285
H  0.6844  -0.6027  2.0939
H  -2.4227  1.1151  1.2425
H  -1.9034  0.7633  -1.7580
H  -2.9427  1.9994  -1.0258
H  -3.3894  0.2831  -0.9152
H  2.3539  -2.4609  0.5846
H  1.2459  -2.3363  -0.8016
H  2.9095  -1.7009  -0.9331

Force components x, y, z for each atom (eV/Å):
C 2.347 -1.105 -1.061
C -1.958 2.688 1.138
C -0.564 -0.397 0.222
C -0.679 -0.872 0.104
C 0.039 0.005 0.097
C 0.031 -0.217 0.023
N 0.625 0.893 -0.013
N -0.304 -0.944 0.118
O 0.212 -0.613 -0.234
S 0.149 0.349 -0.084
H 0.105 0.137 -0.100
H 0.032 0.051 -0.106
H -0.024 -0.007 0.034
H -0.044 0.013 -0.013
H -0.103 -0.033 -0.063
H 0.037 0.041 -0.101
H 0.118 0.030 0.012
H -0.020 -0.019 0.029

Its energy above the lowest of the compared OMol25 structures with the same formula, charge and spin is 60.7 kcal/mol. As for the LUMO energy: 0.532 eV. The electronic energy comes out at -816.2883 Ha. As for the largest force on an atom: 3.5 eV/Å. The value obtained for the HOMO-LUMO gap is 9.46 eV. Its highest occupied orbital energy is -8.93 eV. Its charge is 0.

=====

6.
A structure of composition C6H8N2S, computed with the ωB97M-V functional and the def2-TZVPD basis.

Cartesian coordinates (Å):
C  2.0970  -0.2115  -0.3395
C  0.3327  -1.8550  0.1594
C  -0.8232  -2.2059  -0.3890
C  -0.1254  0.0232  -1.2312
C  0.6952  -0.3933  -0.0270
C  0.3575  0.3648  1.2681
N  3.1997  -0.0799  -0.6008
N  -0.4816  1.9604  -1.3070
S  -1.6205  -0.9516  -1.3217
H  0.9508  -2.4951  0.7607
H  -1.3081  -3.1614  -0.3417
H  0.4166  0.0046  -2.1704
H  -0.6598  0.1249  1.5735
H  0.4488  1.4350  1.1016
H  1.0421  0.0650  2.0613
H  -0.9256  2.0104  -2.2194
H  -1.2216  2.0541  -0.6147

Force components x, y, z for each atom (eV/Å):
C -0.066 -0.082 0.015
C -0.162 -0.125 -0.162
C 0.150 0.141 -0.067
C -1.009 4.308 -0.996
C -0.479 0.028 0.381
C -0.064 0.129 -0.048
N 0.830 0.104 -0.150
N 1.054 -3.951 0.659
S -0.086 0.187 0.090
H 0.097 -0.180 0.153
H -0.017 -0.290 0.173
H 0.088 -0.161 0.095
H -0.046 0.024 -0.032
H 0.054 0.064 0.039
H -0.033 -0.014 -0.021
H -0.145 -0.103 -0.045
H -0.167 -0.077 -0.084

Its energy above the lowest of the compared OMol25 structures with the same formula, charge and spin is 55.4 kcal/mol. As for the LUMO energy: 0.521 eV. The electronic energy comes out at -741.0367 Ha. As for the largest force on an atom: 4.5 eV/Å. The value obtained for the HOMO-LUMO gap is 9.37 eV. Its highest occupied orbital energy is -8.85 eV. Its charge is 0.

=====

Q: Which value of energy above the lowest of the compared OMol25 structures with the same formula, charge and spin does entry 2 give?
A: 37.8 kcal/mol